Entry 1:
A cluster of 2 separate species, C3H10N2O2 in total in a non-equilibrium geometry, computed with ωB97M-V with the def2-TZVPD basis set.

Structure (XYZ):
```
17
Properties=species:S:1:pos:R:3:mulliken_charge:R:1
N 2.177 -1.633 -0.317 -0.6142
C 1.142 -1.053 0.547 -0.5040
C -0.038 -0.505 -0.362 -0.4974
N -0.967 0.374 0.308 0.0139
C -1.368 0.349 1.592 -0.0211
O -2.246 1.042 2.071 -0.5880
H 2.938 -2.023 0.219 0.2231
H 2.532 -0.900 -0.918 0.2239
H 0.669 -1.829 1.108 0.3680
H 1.508 -0.156 1.034 0.3146
H -0.576 -1.380 -0.715 0.2393
H 0.365 -0.050 -1.264 0.3805
H -1.420 1.101 -0.250 0.1829
H -0.947 -0.475 2.192 0.2993
O -0.931 2.212 -1.807 -0.6801
H -1.797 1.853 -2.012 0.3371
H -1.041 3.074 -1.425 0.3221
```

- SMILES: NCCNC=O.O
- HOMO-LUMO gap: 10.0 eV
- Net charge: 0
- E_LUMO: 0.6 eV
- Total energy: -380.282676 a.u.

Entry 2:
A cluster of 2 separate species, C3H10N2O2 in total in a non-equilibrium geometry, computed with ωB97M-V with the def2-TZVPD basis set.

Structure (XYZ):
```
17
Properties=species:S:1:pos:R:3:mulliken_charge:R:1
N 1.598 -0.023 -2.067 -0.7121
C 0.876 0.691 -0.972 -0.4675
N 0.163 -0.300 -0.005 -0.5548
C -1.016 0.518 0.465 -0.3847
C -2.193 -0.283 0.865 -0.0036
O -3.353 0.032 0.633 -0.4693
H 1.953 0.770 -2.674 0.2543
H 2.470 -0.377 -1.678 0.2841
H 1.534 1.312 -0.302 0.3097
H 0.172 1.394 -1.473 0.4713
H -0.155 -1.039 -0.679 0.2402
H -1.328 1.226 -0.332 0.2596
H -0.605 1.267 1.200 0.3471
H -1.901 -1.109 1.666 0.2583
O 2.668 -0.591 1.205 -0.6617
H 3.204 -1.426 1.171 0.3417
H 1.811 -0.839 0.757 0.4873
```

- SMILES: NCNCC=O.O
- HOMO-LUMO gap: 10.7 eV
- Net charge: 0
- E_LUMO: 0.6 eV
- Total energy: -380.239769 a.u.

Entry 3:
A cluster of 2 separate species, C3H10N2O2 in total in a non-equilibrium geometry, computed with ωB97M-V with the def2-TZVPD basis set.

Structure (XYZ):
```
17
Properties=species:S:1:pos:R:3:mulliken_charge:R:1
C 2.009 0.395 0.841 -1.2461
C 0.901 -0.058 -0.107 0.6917
O 0.857 -1.151 -0.631 -0.5790
N 0.070 0.979 -0.480 -0.2211
C -1.099 0.684 -1.316 -0.3631
N -2.339 1.248 -0.847 -0.5859
H 1.624 0.802 1.774 0.3325
H 2.594 -0.501 1.048 0.3169
H 2.684 1.122 0.402 0.3675
H 0.369 1.925 -0.328 0.2190
H -0.828 1.022 -2.329 0.2527
H -1.136 -0.398 -1.345 0.3503
H -2.489 2.152 -1.268 0.2366
H -3.121 0.627 -1.016 0.2339
O -0.359 -3.197 1.988 -0.6499
H -0.309 -2.476 1.360 0.3274
H 0.572 -3.176 2.255 0.3167
```

- SMILES: CC(=O)NCN.O
- HOMO-LUMO gap: 10.5 eV
- Net charge: 0
- E_LUMO: 0.7 eV
- Total energy: -380.302726 a.u.

Which of these has the highest HOMO-LUMO gap? number 2

Which value of HOMO-LUMO gap does entry 2 give? 10.7 eV

The highest E_LUMO belongs to which entry? number 3

Which value of HOMO-LUMO gap does entry 3 give? 10.5 eV